No. 1
The following is a DFT calculation (ωB97M-V with the def2-TZVPD basis set) of a 14-piece molecular cluster, C6H42NO14 overall at a distorted geometry.

The calculation puts the LUMO energy at -2.31 eV. As for the energy relative to the best compared isomer or geometry (same formula, charge and spin): 0.000 eV. The total charge is +1. Its orbital gap is 9.90 eV. The highest occupied orbital energy comes out at -12.21 eV.

Atoms and positions in Å:
C (2.930, 0.390, -1.250)
O (2.897, -0.546, -2.376)
C (1.493, 0.820, -0.930)
C (0.668, -0.258, -0.212)
C (1.193, -0.644, 1.183)
C (0.791, 0.305, 2.310)
C (-0.703, 0.372, 2.662)
N (-1.398, -0.967, 2.562)
H (3.389, -0.195, -0.467)
H (3.541, 1.228, -1.557)
H (3.374, -0.216, -3.145)
H (1.001, 1.125, -1.846)
H (1.582, 1.708, -0.289)
H (-0.359, 0.114, -0.156)
H (0.649, -1.159, -0.839)
H (0.890, -1.660, 1.414)
H (2.282, -0.605, 1.170)
H (1.397, 0.027, 3.188)
H (1.097, 1.332, 2.080)
H (-0.880, 0.742, 3.664)
H (-1.193, 1.042, 1.970)
H (-0.779, -1.790, 2.747)
H (-1.862, -1.102, 1.624)
H (-2.097, -1.032, 3.298)
H (1.736, 4.199, 1.639)
H (2.903, 5.218, 1.963)
O (2.704, 4.298, 1.800)
H (-2.948, 1.657, -1.813)
H (-2.124, 0.361, -2.261)
O (-2.464, 0.871, -1.479)
H (-2.534, 3.279, -0.210)
H (-1.871, 1.935, -0.092)
O (-1.945, 2.800, 0.376)
H (0.716, -2.504, -2.924)
H (1.504, -1.175, -3.088)
O (0.765, -1.698, -3.473)
H (2.177, -3.608, 0.460)
H (0.896, -4.143, -0.179)
O (1.397, -4.129, 0.673)
H (0.402, -3.783, 2.004)
H (0.225, -3.980, 3.502)
O (-0.145, -3.463, 2.768)
H (-0.899, -3.744, -1.732)
H (0.000, -4.959, -2.108)
O (0.028, -4.074, -1.729)
H (-0.622, -1.060, -3.520)
H (-1.871, -0.736, -4.427)
O (-1.611, -0.806, -3.516)
H (3.486, 3.013, 2.631)
H (4.707, 2.746, 3.562)
O (3.967, 2.317, 3.128)
H (-2.753, -1.824, -0.271)
H (-2.901, -0.269, -0.202)
O (-2.902, -1.088, 0.344)
H (-3.150, -3.318, -2.308)
H (-2.143, -2.150, -2.554)
O (-2.370, -2.902, -1.933)
H (-0.628, 3.720, 0.963)
H (-0.566, 4.723, 2.134)
O (-0.012, 4.310, 1.475)
H (-3.114, 3.990, -2.604)
H (-4.446, 3.536, -1.867)
O (-3.495, 3.405, -1.938)


No. 2
The following is a DFT calculation (ωB97M-V with the def2-TZVPD basis set) of C6H11OP as an isolated structure at a distorted geometry.

The calculation puts the LUMO energy (alpha / beta) at 0.19 / 0.19 eV. As for the energy relative to the best compared isomer or geometry (same formula, charge and spin): 3.526 eV. The total charge is 0. Its orbital gap (alpha / beta) is 8.68 / 8.68 eV. The highest occupied orbital energy (alpha / beta) comes out at -8.50 / -8.50 eV.

Atoms and positions in Å:
C (-0.721, -0.192, 0.480)
C (0.278, -0.017, -0.529)
C (-1.600, -1.143, 0.463)
C (-0.359, 0.138, -1.807)
C (-0.856, 0.933, 1.487)
C (1.733, 0.168, -0.445)
O (1.872, -1.701, -2.419)
P (0.403, -1.772, -2.074)
H (-2.380, -1.296, 1.136)
H (-1.550, -1.934, -0.461)
H (-1.452, 0.158, -1.851)
H (0.304, 0.664, -2.647)
H (-0.061, 0.922, 2.230)
H (-1.829, 0.915, 1.995)
H (-0.826, 1.781, 0.914)
H (2.489, -0.660, -0.894)
H (2.083, 0.413, 0.525)
H (2.066, 0.957, -1.071)
H (0.350, -2.112, -0.721)


No. 3
The following is a DFT calculation (ωB97M-V with the def2-TZVPD basis set) of a 2-piece molecular cluster, C4H6NO5S overall at a distorted geometry.

The calculation puts the LUMO energy at 3.57 eV. As for the energy relative to the best compared isomer or geometry (same formula, charge and spin): 4.226 eV. The total charge is -1. Its orbital gap is 7.48 eV. The highest occupied orbital energy comes out at -3.91 eV.

Atoms and positions in Å:
C (1.401, 0.740, 0.423)
C (0.415, -1.082, 1.858)
C (-1.811, 2.174, 0.566)
C (0.232, -1.465, -1.889)
N (0.391, 1.484, 0.536)
O (-0.608, -1.201, 1.310)
O (1.200, -1.016, 2.724)
O (2.630, -0.444, -1.395)
O (1.711, -1.919, 0.233)
O (-0.907, 1.227, -0.005)
S (1.477, -0.749, -0.635)
H (-2.611, 1.570, 0.954)
H (-2.102, 2.869, -0.159)
H (-1.518, 2.661, 1.538)
H (-0.461, -0.654, -2.133)
H (0.840, -2.012, -2.626)
H (-0.279, -2.183, -1.299)


No. 4
The following is a DFT calculation (ωB97M-V with the def2-TZVPD basis set) of C31H44AuN2OS2Si2 as an isolated structure.

The calculation puts the LUMO energy at -3.54 eV. As for the energy relative to the best compared isomer or geometry (same formula, charge and spin): 0.322 eV. The total charge is +1. Its orbital gap is 6.33 eV. The highest occupied orbital energy comes out at -9.87 eV.

Atoms and positions in Å:
Au (-0.364, -1.299, 0.661)
C (-5.797, -0.968, 2.282)
Si (-5.783, -1.086, 0.417)
C (-5.579, 0.593, -0.382)
C (-7.322, -1.940, -0.208)
C (-4.294, -2.149, -0.115)
C (-4.439, -3.339, -0.827)
C (-3.345, -4.105, -1.219)
C (-2.079, -3.651, -0.916)
N (-1.909, -2.502, -0.259)
C (-2.977, -1.797, 0.157)
S (-2.409, -0.428, 1.130)
H (-6.720, -0.487, 2.617)
H (-4.961, -0.382, 2.668)
H (-5.753, -1.957, 2.742)
H (-6.430, 1.235, -0.144)
H (-5.524, 0.503, -1.469)
H (-4.675, 1.103, -0.043)
H (-8.196, -1.342, 0.058)
H (-7.459, -2.929, 0.236)
H (-7.323, -2.047, -1.295)
H (-5.434, -3.688, -1.080)
H (-3.474, -5.033, -1.757)
H (-1.181, -4.178, -1.212)
C (0.697, 0.115, 1.667)
Si (1.068, 1.754, 0.785)
C (0.372, 2.012, -0.972)
N (0.294, 0.959, -1.966)
C (1.423, 0.089, -2.184)
C (1.580, -0.249, -3.673)
C (0.206, -0.357, -4.356)
C (-0.873, -0.694, -3.334)
C (-1.012, 0.444, -2.324)
C (2.954, 1.832, 0.784)
C (3.663, 1.358, 1.894)
C (5.051, 1.366, 1.928)
C (5.766, 1.854, 0.842)
C (5.086, 2.344, -0.263)
C (3.696, 2.336, -0.285)
C (0.393, 3.159, 1.819)
C (-0.982, 3.256, 2.053)
C (-1.515, 4.311, 2.777)
C (-0.675, 5.298, 3.278)
C (0.691, 5.222, 3.054)
C (1.219, 4.161, 2.331)
H (0.191, 0.285, 2.619)
H (1.626, -0.422, 1.865)
H (0.975, 2.857, -1.351)
H (-0.625, 2.446, -0.846)
H (1.341, -0.850, -1.607)
H (2.318, 0.592, -1.818)
H (2.129, -1.190, -3.772)
H (2.178, 0.521, -4.164)
H (0.233, -1.103, -5.150)
H (-0.049, 0.595, -4.827)
H (-0.616, -1.628, -2.819)
H (-1.837, -0.861, -3.818)
H (-1.586, 0.094, -1.455)
H (-1.600, 1.256, -2.771)
H (3.127, 0.985, 2.762)
H (5.573, 1.006, 2.806)
H (6.849, 1.867, 0.863)
H (5.636, 2.742, -1.107)
H (3.193, 2.733, -1.160)
H (-1.657, 2.500, 1.661)
H (-2.582, 4.368, 2.949)
H (-1.088, 6.125, 3.840)
H (1.347, 5.991, 3.443)
H (2.290, 4.114, 2.167)
O (1.440, -2.335, 0.337)
S (2.662, -2.848, -0.401)
C (3.800, -1.433, -0.543)
C (5.116, -1.875, 0.080)
C (4.727, -2.650, 1.336)
C (3.667, -3.651, 0.887)
H (3.333, -0.635, 0.040)
H (3.858, -1.127, -1.585)
H (5.741, -1.008, 0.291)
H (5.668, -2.525, -0.605)
H (4.309, -1.969, 2.080)
H (5.576, -3.160, 1.790)
H (2.963, -3.961, 1.658)
H (4.102, -4.540, 0.429)


No. 5
The following is a DFT calculation (ωB97M-V with the def2-TZVPD basis set) of one molecule with the formula C3H9N3O.

The calculation puts the LUMO energy at 0.86 eV. As for the energy relative to the best compared isomer or geometry (same formula, charge and spin): 0.337 eV. The total charge is 0. Its orbital gap is 10.41 eV. Its SMILES is NCNCC(N)=O. The highest occupied orbital energy comes out at -9.55 eV.

Atoms and positions in Å:
N (-0.584, -1.706, -1.370)
C (0.284, -0.568, -1.626)
N (0.594, 0.071, -0.355)
C (-0.563, 0.769, 0.217)
C (-0.296, 1.243, 1.636)
N (0.471, 0.393, 2.370)
O (-0.771, 2.269, 2.077)
H (-0.873, -2.151, -2.234)
H (-0.077, -2.406, -0.837)
H (1.235, -0.848, -2.092)
H (-0.249, 0.113, -2.300)
H (1.334, 0.745, -0.517)
H (-0.886, 1.625, -0.383)
H (-1.385, 0.055, 0.253)
H (0.765, 0.707, 3.278)
H (0.999, -0.312, 1.881)


No. 6
The following is a DFT calculation (ωB97M-V with the def2-TZVPD basis set) of a 2-piece molecular cluster, C6H9IO3 overall at a distorted geometry.

The calculation puts the LUMO energy (alpha / beta) at 0.47 / -0.20 eV. As for the multiplicity: 3. The total charge is 0. Its orbital gap (alpha / beta) is 5.89 / 9.48 eV. The highest occupied orbital energy (alpha / beta) comes out at -5.42 / -9.68 eV.

Atoms and positions in Å:
C (-1.191, 2.222, 0.756)
C (-1.065, -0.070, -0.918)
C (0.840, -0.574, 0.406)
C (-1.417, 0.603, -2.272)
C (2.335, -0.389, 0.371)
C (0.405, -1.351, 1.655)
O (-1.991, 2.613, 0.040)
O (-0.329, 1.945, 1.484)
O (0.206, -0.162, -0.578)
I (-2.491, -1.386, -0.074)
H (-0.901, 1.632, -2.430)
H (-2.469, 0.823, -2.414)
H (-1.207, -0.138, -3.080)
H (2.774, 0.217, -0.478)
H (2.912, -1.429, 0.489)
H (2.541, 0.234, 1.352)
H (-0.346, -0.934, 2.320)
H (1.340, -1.575, 2.082)
H (0.055, -2.281, 1.289)


Taking the records one at a time from the top gives E values of -1361.8061, -651.6910, -985.0679, -2903.2780, -359.2320, -757.2768 Ha.